*A*
8
Properties=species:S:1:pos:R:3:nbo_charge:R:1 method="wB97M-V/def2-TZVPD" orbital_gap_ev="7.69 / 8.11" homo_energy_ev="-7.85 / -8.61"
C -0.530 -0.394 -0.678 -0.6987
N -0.970 -0.079 1.538 0.2258
O -0.114 0.336 2.262 -0.2250
P 1.158 0.006 -0.966 0.3471
H -1.304 0.348 -1.113 0.2230
H -0.801 -1.432 -0.604 0.2053
H 1.519 -0.089 0.311 -0.0364
H 1.042 1.304 -0.751 -0.0410

*B*
8
Properties=species:S:1:pos:R:3:nbo_charge:R:1 method="wB97M-V/def2-TZVPD" smiles="C=NOP" orbital_gap_ev=9.66 homo_energy_ev=-9.55
C 1.676 -0.057 0.030 -0.1697
N 0.433 -0.032 -0.170 -0.1473
O -0.414 -0.716 0.695 -0.5930
P -2.249 -0.330 0.109 0.6057
H 2.220 0.568 -0.679 0.2002
H 2.065 -0.336 1.058 0.1750
H -1.862 -0.170 -1.187 -0.0413
H -1.869 1.073 0.142 -0.0295

Most stable one: *B*, least stable one: *A*.

*A*
8
Properties=species:S:1:pos:R:3:nbo_charge:R:1 method="wB97M-V/def2-TZVPD" orbital_gap_ev="8.86 / 5.99" homo_energy_ev="-9.58 / -7.31"
C -1.048 -0.316 -0.032 -0.4795
N -0.116 0.737 -0.252 -0.6363
O 3.236 0.489 0.231 -0.9634
P 2.253 -0.546 0.015 1.1768
H -0.996 -0.969 -0.820 0.1835
H -1.024 -0.985 0.793 0.1920
H -2.030 -0.017 -0.155 0.1954
H -0.276 1.607 0.220 0.3315

*B*
8
Properties=species:S:1:pos:R:3:nbo_charge:R:1 method="wB97M-V/def2-TZVPD" smiles=C#[N+][O-].P orbital_gap_ev=9.92 homo_energy_ev=-9.50
C -1.214 -0.836 0.365 -0.0701
N -2.035 -0.314 -0.256 0.1927
O -2.663 0.562 -0.777 -0.3747
P 1.728 0.961 -0.447 0.0086
H -1.057 -1.786 0.949 0.2585
H 0.496 0.278 -0.277 -0.0105
H 2.688 -0.092 -0.498 -0.0037
H 2.057 1.227 0.942 -0.0008

Most stable one: *A*, least stable one: *B*.